No. 1
Below is an isolated ion of composition C2H4ClN4 and charge +1, with properties calculated with ωB97M-V with the def2-TZVPD basis set.

Total charge: +1
LUMO (eV): -3.61
E_HOMO (eV): -14.24
HOMO-LUMO gap (hartree): 0.391
SMILES: ClNc1nc[nH][nH+]1
Relative energy (zero: lowest compared OMol25 entry of this formula, charge and spin) (kJ/mol): 125.80

Structure (XYZ):
```
11
Properties=species:S:1:pos:R:3:mulliken_charge:R:1
H 2.508 0.886 -0.253 0.290
N -0.244 -0.836 0.051 -0.015
Cl 2.653 -1.442 -0.195 0.006
N -0.061 1.366 -0.039 -0.461
H -2.171 1.719 0.113 0.409
N -1.493 -0.295 0.156 -0.105
H -2.324 -0.858 0.269 0.231
C 0.606 0.198 -0.061 0.613
C -1.332 1.029 0.071 -0.020
H -0.064 -1.830 0.060 0.240
N 1.922 0.064 -0.171 -0.186
```

No. 2
Below is a 2-piece molecular cluster, C5H7N4 overall at a distorted geometry, with properties calculated with ωB97M-V with the def2-TZVPD basis set.

Total charge: +1
LUMO (eV): -5.21
E_HOMO (eV): -14.08
HOMO-LUMO gap (hartree): 0.326
Relative energy (zero: lowest compared OMol25 entry of this formula, charge and spin) (kJ/mol): 68.63

Structure (XYZ):
```
16
Properties=species:S:1:pos:R:3:mulliken_charge:R:1
H -0.735 2.271 0.556 0.237
H -3.213 0.919 -1.253 0.293
C 1.595 -1.364 0.433 -0.574
C -2.882 0.272 -1.996 0.161
N -0.674 0.168 -0.402 -0.514
N -2.716 -0.513 -2.772 -0.436
H 0.375 2.082 1.826 0.186
C 1.253 -0.179 1.075 -0.223
H 1.886 0.247 1.945 0.223
H 0.884 -2.728 -1.010 0.467
N -0.199 1.732 1.151 -0.353
H -0.960 -1.148 -1.751 0.279
C 0.733 -1.794 -0.544 -0.087
H 2.502 -1.851 0.464 0.445
N -0.238 -0.962 -0.940 0.255
C 0.097 0.565 0.599 0.641
```